21
Properties=species:S:1:pos:R:3:forces:R:3 method="wB97M-V/def2-TZVPD" orbital_gap_ev=11.45 smiles="C[C@@H]([NH3+])C/C=C/[NH3+]" charge=+2 lumo_ev=-7.09
N 2.7472 -0.5175 -0.3017 1.881 1.541 0.953
N -3.2122 1.1443 0.5242 0.769 -0.839 1.148
C -1.6847 1.2941 0.4733 -0.156 -0.282 2.178
C -0.9435 0.1548 0.4258 -0.332 0.983 1.308
C 1.3374 -0.8834 -0.0337 -0.594 -0.943 -0.507
C 0.5996 0.1723 0.7234 -1.376 3.193 -0.796
C 0.7030 -1.0799 -1.4442 -1.438 -0.830 1.466
H 1.4186 -1.8003 0.5793 -0.404 0.186 -0.555
H 0.5653 -0.0652 -1.9589 0.440 -1.697 0.363
H 1.2692 -1.8931 -1.9219 -0.196 0.753 -0.629
H 2.7765 0.1794 -1.0437 0.179 -0.066 -0.455
H 3.3332 -0.0859 0.4491 -1.017 -0.131 0.080
H -1.4562 -0.8096 0.2582 0.309 0.622 -0.043
H -3.5194 1.5854 1.4053 -0.109 0.687 -0.615
H 3.3429 -1.3018 -0.5335 -0.120 -0.632 -0.730
H 0.7578 1.2098 0.2700 0.764 -1.219 0.382
H -3.7691 1.4964 -0.2849 0.419 -0.517 0.612
H 0.9170 0.3160 1.7742 -0.679 -0.526 -0.310
H -1.4667 2.2705 1.0420 0.429 -1.432 -1.745
H -0.3309 -1.5518 -1.2337 1.648 0.848 -0.785
H -3.3849 0.1654 0.8314 -0.419 0.299 -1.319

***

49
Properties=species:S:1:pos:R:3:forces:R:3 method="wB97M-V/def2-TZVPD" multiplicity=4 orbital_gap_ev="5.81 / 5.08" charge=-1 lumo_ev="1.78 / 1.07" s2=3.92
Te -4.4340 3.7643 -0.3053 -0.858 -0.128 -0.566
Te -0.8464 5.2510 0.7865 -0.180 -0.868 0.140
Tc -1.1858 1.4737 0.9642 3.005 1.677 -4.157
Se 0.5361 3.1240 0.8511 1.134 0.520 0.138
Se -2.7482 3.1526 1.3034 -0.911 3.620 0.562
S -2.6055 0.5502 2.8102 -4.396 0.148 3.906
S -0.2034 -0.6913 2.4882 3.375 -3.423 2.206
O -2.4573 0.0218 1.4267 -0.487 -1.323 -1.507
O -2.7777 -0.5078 3.7541 -0.240 -0.483 0.383
O 0.1997 -0.0348 1.1948 0.540 0.503 -1.411
O -3.6948 1.5338 2.7777 -0.122 -0.865 0.462
O -1.3312 1.2950 3.0893 0.559 0.910 -0.159
N -0.0994 -1.5359 -1.1630 -0.379 -0.870 0.520
N -1.1675 -0.9489 -1.2610 -0.942 -1.119 0.940
C -1.4223 0.2673 -1.8770 0.147 1.561 -0.778
C -1.5556 2.6286 -1.9631 0.311 0.076 0.626
C -1.8605 0.2094 -3.2030 0.037 -0.157 0.093
C 3.5230 -1.3193 -1.4847 0.085 -0.012 -0.037
C -1.3454 1.4858 -1.1668 -0.231 -0.746 -0.182
C 2.5712 -0.3420 -3.4509 0.124 0.009 -0.068
C -0.9133 -3.1450 1.6515 -0.195 -0.039 -0.046
C 3.6861 -0.7232 -2.7245 -0.028 0.091 0.009
C 1.2967 -0.5350 -2.9522 -0.141 -0.101 0.180
C 1.2349 -0.1999 3.5489 -0.547 0.089 -0.133
C -1.9151 2.5903 -3.2948 0.078 -0.175 0.034
C 0.2966 -2.4539 2.2541 -0.517 0.492 -0.071
C -2.1120 1.3654 -3.9109 0.028 0.014 -0.002
C 2.5712 -0.3969 2.8624 -0.084 -0.118 -0.127
C 2.2566 -1.5542 -0.9944 -0.306 0.157 -0.020
C 1.1248 -1.1430 -1.7045 1.133 0.630 -0.798
H 2.5065 -0.0460 1.8329 0.071 0.023 -0.040
H 1.0610 0.8570 3.7565 -0.153 -0.058 -0.028
H -1.0614 -2.8174 0.6251 -0.036 0.006 -0.029
H 4.6758 -0.5550 -3.1172 0.146 0.025 -0.080
H -2.0666 3.5126 -3.8315 -0.058 0.139 -0.079
H -1.9666 -0.7621 -3.6700 -0.042 -0.051 -0.031
H 2.1224 -2.0453 -0.0447 -0.057 -0.062 0.042
H 1.1768 -2.5325 1.6225 0.067 0.103 0.085
H 1.1408 -0.7549 4.4816 -0.053 -0.022 0.047
H -2.4402 1.3077 -4.9372 -0.051 -0.013 -0.146
H -1.8011 -2.8773 2.2272 -0.058 -0.119 -0.029
H 2.6886 0.1147 -4.4211 0.035 0.072 -0.128
H 0.5120 -2.8331 3.2536 0.068 0.049 0.074
H 3.3486 0.1792 3.3618 -0.003 0.007 0.078
H 2.8667 -1.4449 2.8583 0.079 -0.039 -0.019
H -1.4124 3.6022 -1.5056 -0.136 -0.062 -0.018
H -0.8045 -4.2290 1.6546 0.069 -0.047 0.029
H 4.3868 -1.6203 -0.9116 0.088 -0.041 0.078
H 0.4432 -0.2391 -3.5416 0.033 0.018 0.055

***

65
Properties=species:S:1:pos:R:3:forces:R:3 method="wB97M-V/def2-TZVPD" orbital_gap_ev=7.55 charge=0 lumo_ev=-0.37
Te 0.8145 -1.4301 0.5553 0.288 0.068 0.149
Br -2.9997 -0.3376 1.3120 0.001 0.041 -0.017
Ga -0.3632 2.0828 0.8143 0.059 0.512 0.004
O -0.3998 3.9777 0.6130 -0.022 -0.034 0.084
O -0.3362 1.5282 -1.0079 -0.161 -0.130 -0.029
O -0.3173 1.7414 2.6343 0.098 -0.131 -0.071
O -1.7694 5.7484 0.4671 0.009 0.005 -0.033
N 1.5844 1.8174 0.5645 0.044 -0.065 0.115
N -2.4555 2.3126 0.8181 0.100 0.045 -0.033
N 1.9562 1.6681 -0.7564 -0.016 -0.034 -0.013
C 2.1066 1.6017 2.8894 0.054 0.045 -0.039
C 3.1697 1.4374 3.7932 0.023 0.010 0.051
C 1.3125 0.8180 -5.6600 0.010 0.004 0.003
C 2.4563 1.6757 1.4907 -0.053 -0.016 -0.044
C -0.0897 1.0940 -3.7277 0.002 0.004 -0.007
C 2.3046 1.2446 -3.5130 0.006 0.007 -0.015
C 1.0496 -2.4235 -3.6823 0.014 0.003 -0.006
C -1.5481 4.5630 0.5537 -0.066 -0.028 -0.040
C -5.0696 3.1466 0.5732 0.042 0.031 -0.006
C 0.3462 -1.9166 -1.4368 -0.105 -0.045 -0.058
C -4.7811 1.8133 0.8144 0.047 0.020 0.005
C 1.2479 -5.3532 2.4120 0.021 -0.019 0.021
C -4.0341 4.0633 0.4808 0.023 -0.033 0.034
C 1.0362 1.2876 -2.9373 0.045 -0.016 0.015
C -1.1138 -5.0090 2.1507 0.004 -0.009 0.003
C -0.9828 -1.9798 -1.8460 0.015 -0.024 0.029
C 2.9623 1.2847 5.1426 -0.015 0.000 -0.059
C -0.8676 -3.7677 1.5838 -0.012 0.009 -0.026
C 0.0510 0.8609 -5.0873 -0.013 -0.004 -0.027
C -1.2920 -2.2873 -3.1624 -0.005 0.008 -0.001
C 1.3616 -2.1324 -2.3616 0.034 0.016 0.023
C 1.6487 1.2857 5.6160 -0.006 0.005 0.055
C 0.5859 1.4343 4.7556 -0.025 -0.007 -0.013
C -0.2752 -2.5079 -4.0803 -0.022 -0.012 -0.037
C -2.7383 3.6057 0.6116 -0.070 0.120 -0.010
C 0.8812 1.5160 -1.4831 0.009 0.011 -0.024
C -0.0542 -5.8017 2.5685 -0.021 -0.021 0.012
C 2.4399 1.0105 -4.8697 -0.002 0.001 -0.006
C -3.4512 1.4493 0.9348 -0.108 -0.185 0.032
C 0.4378 -3.3144 1.4178 -0.125 -0.112 -0.074
C 0.7758 1.6000 3.3742 -0.089 -0.025 0.072
C 1.4950 -4.1153 1.8349 0.031 0.039 0.005
H -5.5552 1.0682 0.9143 0.003 -0.006 -0.002
H -1.0680 1.1211 -3.2694 -0.002 -0.002 0.019
H -2.3277 -2.3405 -3.4736 -0.005 -0.005 -0.005
H 2.3967 -2.0640 -2.0518 -0.001 -0.004 0.003
H 1.8443 -2.5792 -4.4003 0.005 0.002 -0.003
H 3.7951 1.1596 5.8196 0.010 0.007 0.008
H -6.0985 3.4643 0.4693 -0.005 0.006 0.003
H -0.5165 -2.7340 -5.1110 0.001 -0.001 -0.005
H -1.7767 -1.7835 -1.1362 -0.001 0.010 -0.008
H -0.2447 -6.7683 3.0163 0.000 -0.007 -0.001
H 1.4586 1.1685 6.6756 -0.002 -0.007 0.001
H 3.4978 1.5440 1.2028 -0.014 -0.040 -0.025
H 2.5138 -3.7730 1.7060 0.001 0.001 -0.008
H 2.0767 -5.9701 2.7347 0.004 0.001 0.002
H 4.1780 1.4286 3.3954 0.007 0.005 -0.003
H 3.1725 1.3958 -2.8866 -0.004 -0.002 0.014
H -0.4337 1.4358 5.1174 -0.003 -0.008 0.004
H -4.1864 5.1199 0.3191 -0.016 0.002 -0.004
H 3.4263 0.9798 -5.3141 0.001 -0.001 -0.008
H 1.4207 0.6359 -6.7215 -0.002 -0.002 -0.010
H -1.6981 -3.1524 1.2595 -0.004 -0.001 0.002
H -0.8282 0.7069 -5.6999 -0.002 0.002 -0.003
H -2.1323 -5.3555 2.2695 -0.009 0.000 0.002

***

80
Properties=species:S:1:pos:R:3:forces:R:3 method="wB97M-V/def2-TZVPD" multiplicity=3 orbital_gap_ev="5.90 / 6.59" charge=+1 lumo_ev="-2.67 / -3.00" s2=2.02
Ti -0.5726 -0.2902 -0.5264 0.067 -0.161 0.541
S -3.9567 -2.1929 1.6707 0.053 0.060 -0.016
Si 1.6943 -0.3108 0.8245 -0.201 -0.019 -0.066
N -1.5434 -2.7948 2.7900 -0.056 0.032 0.022
N -1.6850 -1.1783 1.1342 -0.309 -0.063 -0.142
N -0.9107 0.0750 -2.4722 -0.166 0.145 -0.145
N -1.2805 1.3244 -2.9309 0.141 0.104 0.216
N -0.3712 4.1517 -0.2340 0.064 -0.188 0.071
N -2.5874 -0.6027 0.2712 -0.142 -0.057 0.061
N -0.5412 -2.2552 -1.4509 0.015 0.222 -0.121
N -0.5759 1.8959 -0.7735 0.137 -0.277 -0.095
C -1.1104 -0.9416 -3.3105 0.012 -0.178 -0.068
C 2.0014 -1.9690 1.7003 -0.008 -0.033 -0.024
C -1.4827 3.6194 -2.2817 0.123 0.101 -0.078
C 1.3428 2.8158 4.3460 0.016 0.015 0.002
C -0.9075 -2.2297 -2.7674 -0.130 -0.025 -0.252
C 2.2937 -4.5053 2.8988 -0.010 -0.024 0.010
C -0.3602 -3.4499 -0.8620 0.018 -0.025 0.076
C -0.1879 2.8556 0.0175 -0.037 0.085 0.026
C -3.8031 -0.9974 0.4101 0.074 0.053 -0.045
C 1.9613 -3.4007 3.6695 -0.006 -0.018 0.041
C -0.5367 -4.6449 -1.5139 0.011 0.015 -0.003
C 3.2479 0.1476 -0.1394 -0.056 0.017 -0.043
C -2.1967 4.0223 -3.4112 0.023 0.018 0.041
C 3.1322 1.0238 -1.2225 0.010 0.008 -0.033
C -4.9495 -0.5071 -0.4100 0.088 0.082 0.028
C 4.5268 -0.2964 0.1991 -0.007 -0.052 0.088
C 5.5076 1.0066 -1.5664 0.003 0.033 -0.042
C 0.3817 1.0854 2.9842 -0.086 -0.035 0.051
C 0.2652 2.0040 4.0189 -0.014 0.020 0.015
C -0.9191 -4.6261 -2.8674 0.013 0.078 0.020
C -2.4903 5.3564 -3.6038 -0.007 -0.001 -0.016
C 2.3434 -3.0988 0.9489 0.069 0.006 -0.023
C -2.0735 6.3101 -2.6764 0.017 0.024 0.041
C 4.2458 1.4570 -1.9279 0.017 -0.014 0.002
C -2.2469 -2.0638 1.9216 0.433 -0.034 0.160
C 2.6347 1.7700 2.6042 0.019 0.045 -0.054
C 2.5288 2.6949 3.6348 -0.022 0.042 0.025
C 1.5648 0.9419 2.2526 0.151 0.033 0.009
C -1.1096 2.2286 -2.0341 -0.236 0.101 -0.227
C 1.8238 -2.1498 3.0759 -0.025 0.055 0.041
C -1.0783 4.5854 -1.3635 -0.053 0.061 -0.057
C 2.4939 -4.3475 1.5338 0.006 -0.008 -0.014
C -5.9036 -1.6167 -0.8310 -0.079 -0.058 -0.046
C -1.3669 5.9322 -1.5511 -0.023 -0.067 -0.063
C 5.6455 0.1254 -0.5044 0.040 -0.018 0.010
C -1.1030 -3.4221 -3.4941 0.096 -0.037 0.088
H 1.8344 -3.5046 4.7405 -0.001 -0.008 0.004
H 2.4131 -5.4767 3.3601 0.005 -0.010 0.002
H -0.6636 2.0860 4.5702 0.000 0.003 0.008
H -1.4428 -0.7698 -4.3257 0.006 0.018 0.006
H -2.3040 7.3545 -2.8353 -0.001 0.005 0.001
H 3.5680 1.6984 2.0571 0.001 -0.021 0.002
H 2.4987 -3.0026 -0.1217 0.021 0.025 0.000
H -0.5391 -2.6551 2.8554 0.002 0.002 -0.007
H 2.1496 1.3677 -1.5339 -0.009 -0.002 0.012
H 1.5973 -1.2958 3.7063 -0.001 0.010 -0.016
H -1.0623 -5.5517 -3.4076 -0.003 -0.014 -0.005
H -0.0467 -3.4171 0.1749 -0.047 -0.041 -0.040
H -5.4786 0.2594 0.1631 -0.018 -0.037 0.007
H -1.3912 -3.3658 -4.5347 -0.006 0.010 -0.005
H -3.0421 5.6652 -4.4806 -0.004 0.005 -0.005
H -6.7212 -1.2046 -1.4192 0.012 0.003 -0.008
H -1.9873 -3.3907 3.4649 -0.018 -0.025 -0.029
H -0.0288 4.8265 0.4315 -0.007 0.000 0.001
H 4.6530 -0.9844 1.0279 0.001 -0.011 0.015
H 1.2612 3.5337 5.1518 -0.005 0.001 0.004
H -1.0409 6.6665 -0.8258 0.006 0.015 0.012
H -6.3472 -2.1182 0.0310 0.001 0.007 0.014
H -4.5122 -0.0082 -1.2768 -0.026 -0.001 0.007
H 6.3804 1.3349 -2.1156 0.001 0.005 -0.004
H 2.7715 -5.1975 0.9234 0.004 -0.019 0.002
H 6.6271 -0.2338 -0.2228 0.007 -0.001 -0.001
H -2.5025 3.2726 -4.1266 0.002 -0.023 -0.003
H -0.4779 0.4651 2.7442 0.010 -0.013 -0.014
H -0.3706 -5.5737 -0.9885 -0.003 -0.006 0.009
H 4.1289 2.1344 -2.7642 0.007 0.006 -0.008
H -5.3936 -2.3666 -1.4357 0.010 -0.003 0.002
H 3.3762 3.3202 3.8855 0.006 0.008 0.008
H 0.3078 2.5941 0.9464 0.005 0.047 0.017

***

18
Properties=species:S:1:pos:R:3:forces:R:3 method="wB97M-V/def2-TZVPD" multiplicity=2 orbital_gap_ev="2.75 / 9.14" charge=-1 lumo_ev="3.85 / 3.69" s2=0.75
O 2.3901 -1.2722 0.6150 0.257 0.126 -0.507
O 0.1525 -2.5778 -0.0062 -0.314 -0.787 0.495
N -0.7633 1.5180 0.3462 0.257 -0.389 -0.104
N 0.0835 -0.0245 -1.1449 0.009 0.114 -1.254
N -1.2902 -0.7253 0.5870 -0.133 0.076 0.255
C -0.4272 2.6097 -0.5522 -0.545 -0.804 -0.020
C -0.6602 0.2314 -0.0368 -0.786 0.593 1.237
H -0.0977 -0.9268 -1.5205 -0.347 -0.889 0.034
H -0.6376 -1.8708 0.4889 0.602 -0.119 -0.878
H 2.8149 -1.4056 1.4619 -0.181 -0.206 0.124
H -1.2190 1.6563 1.2393 -0.077 0.445 -0.027
H -0.7685 3.5628 -0.1855 0.107 0.339 0.666
H -1.8829 -0.3825 1.3354 -0.095 0.026 -0.032
H 1.0773 0.0327 -1.0608 0.627 0.633 0.443
H -0.1207 -3.4875 0.1644 0.118 0.137 -0.068
H 1.7196 -1.9803 0.4463 -0.110 0.252 0.325
H 0.6444 2.5821 -0.7144 0.078 0.448 -0.398
H -1.0150 2.4603 -1.4629 0.534 0.007 -0.290

***

23
Properties=species:S:1:pos:R:3:forces:R:3 method="wB97M-V/def2-TZVPD" orbital_gap_ev=10.33 charge=0 lumo_ev=0.95
N -0.4211 0.8904 2.1645 -0.133 0.751 -0.004
N -1.1799 0.9807 -1.7744 0.281 -0.268 1.095
C 0.2370 -0.0679 0.0038 -0.441 -0.093 1.398
C -0.2051 -1.2958 -0.7884 0.079 0.066 0.134
C -0.3881 1.2198 -0.5350 -0.750 0.449 -1.408
C 1.7650 0.0416 -0.0189 -0.136 0.103 0.193
C -0.1944 -0.1717 1.5298 0.736 -0.527 -0.650
C -0.9993 1.7007 -2.7794 0.185 0.551 -0.185
C -0.2079 -1.5377 2.1594 -0.128 0.063 0.103
H -0.6353 0.7762 3.1545 0.072 -0.352 -0.140
H -1.0931 -2.0770 1.8240 0.037 -0.173 -0.092
H -0.2564 -1.4616 3.2460 0.011 0.044 -0.026
H 2.2335 -0.8809 0.3176 0.080 -0.122 -0.018
H 0.2852 -2.1955 -0.4248 0.018 -0.093 0.145
H 0.6751 -2.1131 1.8919 0.028 -0.098 -0.088
H 0.3796 1.9859 -0.7149 -0.049 -0.018 0.063
H -1.6204 1.5457 -3.6535 -0.060 -0.064 -0.180
H -1.2832 -1.4161 -0.7350 -0.072 -0.118 -0.122
H 0.0801 -1.1785 -1.8316 -0.090 0.009 -0.071
H -0.2715 2.5237 -2.8352 0.041 -0.099 0.108
H -1.0996 1.6187 0.1918 0.205 -0.013 -0.130
H 2.1051 0.2655 -1.0280 0.054 -0.079 -0.136
H 2.0946 0.8468 0.6358 0.032 0.082 0.012

***

31
Properties=species:S:1:pos:R:3:forces:R:3 method="wB97M-V/def2-TZVPD" orbital_gap_ev=8.15 charge=0 lumo_ev=-0.41
P -1.0975 -0.7056 -2.3926 0.025 -0.371 1.075
P -0.5285 0.2375 -0.6853 -0.158 -1.005 0.628
C -1.3242 -2.4659 2.3826 0.394 0.642 -0.485
C -1.2161 1.1298 -4.4911 1.764 0.497 0.712
C -0.7166 -0.0362 2.7628 -2.409 -1.745 -0.052
C -0.1449 -1.2602 0.5368 -0.286 1.897 -0.671
C 2.3320 0.9046 1.8546 -0.807 1.430 0.855
C -1.1140 -1.1229 1.7346 0.210 -0.228 -1.237
C 3.0925 1.0881 -0.5225 0.259 -1.115 3.449
C -1.9654 0.6456 -3.2497 -2.051 0.424 -1.473
C 2.2664 1.5387 0.6893 -1.626 -0.722 -1.299
H -2.2277 1.5192 -2.6272 0.056 -0.623 -0.002
H 2.4224 0.8833 -1.3019 -0.582 0.044 -1.485
H -1.1217 2.2165 -4.4787 -0.167 0.026 -0.107
H -0.1776 0.7760 -4.3645 -0.212 0.137 -0.728
H -1.6275 -3.2756 1.7692 -1.064 -0.310 -1.113
H 0.8279 -1.2302 0.9736 1.064 0.337 -0.109
H 1.4026 2.2116 0.3625 1.245 -0.683 1.067
H -1.6178 0.8357 -5.4456 -0.131 -0.318 -0.205
H -1.5785 0.0673 3.4532 0.168 0.434 -0.566
H -0.1826 -2.1345 -0.0872 -0.564 -0.701 0.140
H 3.7704 1.8864 -0.6302 1.101 0.721 -1.202
H -2.0764 -0.8235 1.3326 -0.351 0.159 -0.107
H 0.0303 -0.3333 3.4310 1.692 -0.623 0.633
H -2.9341 0.2343 -3.7136 1.031 0.318 1.366
H -0.4234 -2.8842 2.7317 1.377 -0.037 1.224
H 1.6555 1.0800 2.7109 0.465 0.201 -0.744
H -2.0241 -2.2429 3.1297 -0.967 -0.562 1.548
H 3.6168 0.1306 -0.2343 -0.278 1.080 -0.488
H 3.1524 0.2740 2.0936 0.585 -0.782 -0.126
H -0.4705 0.8558 2.2755 0.217 1.479 -0.495

***

16
Properties=species:S:1:pos:R:3:forces:R:3 method="wB97M-V/def2-TZVPD" orbital_gap_ev=7.34 charge=+1 lumo_ev=-5.08
S 2.2853 1.5727 -1.3209 0.004 -0.084 -0.132
S 1.4471 -0.2765 -1.6547 0.000 0.145 0.095
N -1.5161 -1.4670 0.0782 -0.411 -0.096 0.201
C -0.4592 -2.0594 0.4422 -0.098 -0.225 -0.234
C -1.7637 -0.0310 0.1875 0.039 0.040 -0.069
C 1.4821 2.1315 0.1882 -0.025 0.169 -0.131
H -2.2747 -2.0455 -0.2757 -0.016 0.133 -0.129
H -0.9102 0.4338 0.6619 0.092 0.027 0.118
H -1.8757 0.3814 -0.8100 -0.105 -0.003 -0.120
H 1.6556 1.4544 1.0112 0.089 -0.193 0.225
H 0.3497 -1.4765 0.8365 0.297 0.084 0.199
H -0.4063 -3.1344 0.3219 0.148 0.006 0.067
H 1.9393 3.0884 0.4248 0.116 0.099 0.042
H 2.2883 -1.0063 -0.9034 0.115 -0.089 -0.050
H 0.4244 2.3094 0.0396 -0.200 -0.022 -0.067
H -2.6658 0.1247 0.7724 -0.046 0.010 -0.012

***

Values of relative energy (zero: lowest compared OMol25 entry of this formula, charge and spin), in order: 26.6; 85.4; 0.0; 2.3; 12.0; 26.5; 0.0; 28.8, all in kcal per mole.